# 1
Formula: C6H8O3
Source: the Open Molecules 2025 dataset
Level of theory: ωB97M-V/def2-TZVPD

## Properties
**Maximum force**: 3.79 eV/A
**Energy relative to the best compared isomer or geometry (same formula, charge and spin)**: 4.3172 eV

CARTESIAN COORDINATES (ANGSTROEM)
C  -0.49174  -0.34343  0.22672
C  -0.01714  -1.78700  0.16549
C  2.02156  0.97067  -0.60002
C  0.79803  0.96935  -1.48183
O  -0.31836  0.30358  -1.07917
O  -0.08303  0.36786  1.30093
C  -1.98478  -0.19599  0.45095
C  -2.82757  0.35618  1.14421
O  0.75523  1.51640  -2.55075
H  -1.34072  0.70950  1.62058
H  1.06959  -1.79210  0.11142
H  -0.43174  -2.28771  -0.70768
H  -0.32435  -2.30700  1.07096
H  2.39480  -0.04525  -0.46819
H  1.79240  1.36112  0.38882
H  2.78322  1.57876  -1.08118
H  -3.79538  0.62506  1.48875


# 2
Formula: C21H35N3O3S
Source: the Open Molecules 2025 dataset
Level of theory: ωB97M-V/def2-TZVPD

## Properties
**Maximum force**: 1.08 eV/A
**SMILES string**: CCCS(=O)(=O)N1CCC(C(=O)NCCCN(CC)c2cccc(C)c2)CC1
**Energy relative to the best compared isomer or geometry (same formula, charge and spin)**: 0.2325 eV

CARTESIAN COORDINATES (ANGSTROEM)
C  1.12569  0.91092  -4.36535
C  2.27480  1.78802  -3.88451
C  2.98369  1.16726  -2.69316
S  1.81915  1.08584  -1.29276
O  1.00166  2.25797  -1.30173
O  1.15315  -0.19404  -1.30526
N  2.85967  1.25910  0.02986
C  2.13993  1.64546  1.23218
C  1.26636  0.50153  1.74058
C  2.09144  -0.77111  1.97226
C  1.16996  -1.96880  2.22592
O  1.15844  -2.57288  3.28138
N  0.39847  -2.30010  1.17615
C  -0.40826  -3.49959  1.15466
C  -1.60904  -3.35099  0.22864
C  -2.71805  -2.45369  0.80104
N  -2.27269  -1.12024  1.13040
C  -2.22181  -0.80293  2.53947
C  -3.57233  -0.33955  3.09361
C  -2.23420  -0.13137  0.16537
C  -2.37855  -0.43380  -1.19366
C  -2.29617  0.55526  -2.15428
C  -2.07125  1.87145  -1.80622
C  -1.92878  2.20320  -0.46565
C  -1.65475  3.62353  -0.07442
C  -2.01819  1.21340  0.49609
C  3.02120  -1.09587  0.79254
C  3.75304  0.14652  0.28606
H  0.41056  0.76799  -3.55941
H  0.61811  1.37930  -5.20486
H  1.49124  -0.06400  -4.68136
H  2.99367  1.94593  -4.69309
H  1.88183  2.75761  -3.57558
H  3.81259  1.77755  -2.34687
H  3.30589  0.15037  -2.89941
H  2.87967  1.94549  1.98043
H  1.52410  2.50511  0.96811
H  0.79015  0.79459  2.67799
H  0.48868  0.32528  0.99637
H  2.69843  -0.63433  2.87409
H  0.42902  -1.75205  0.32733
H  -0.71310  -3.71416  2.18247
H  0.20779  -4.34211  0.80910
H  -1.25542  -2.94872  -0.72175
H  -2.03500  -4.33879  0.04218
H  -3.09916  -2.92029  1.71262
H  -3.54815  -2.41443  0.08524
H  -1.46605  -0.03603  2.71364
H  -1.89120  -1.69410  3.07815
H  -4.32189  -1.11846  2.97116
H  -3.91327  0.54701  2.56474
H  -3.48404  -0.10697  4.15177
H  -2.55513  -1.44382  -1.52384
H  -2.40926  0.28363  -3.19514
H  -1.99541  2.63735  -2.56275
H  -1.73313  3.76228  1.00176
H  -2.34843  4.30135  -0.56936
H  -0.64462  3.88083  -0.39105
H  -1.91371  1.51295  1.52704
H  2.44436  -1.50213  -0.03680
H  3.74992  -1.84722  1.10341
H  4.48478  0.49001  1.02485
H  4.28361  -0.08152  -0.64037


# 3
Formula: C24H48N2O12
Source: the Open Molecules 2025 dataset
Level of theory: ωB97M-V/def2-TZVPD

## Properties
**Maximum force**: 8.78 eV/A
**SMILES string**: CC(C)=NOC(N)=O.CCOC(C)=O.CCOC(C)=O.CCOC(C)=O.CCOC(C)=O.CCOC(C)=O
**Energy relative to the best compared isomer or geometry (same formula, charge and spin)**: 0.9060 eV

CARTESIAN COORDINATES (ANGSTROEM)
C  -0.45568  -4.82624  -0.34484
C  0.48326  -3.49636  -0.72120
C  1.48659  -3.62640  -2.01070
N  0.29679  -2.39005  0.06977
O  1.40937  -2.04018  0.73761
C  2.11534  -3.20026  1.30321
N  3.52705  -3.47243  0.74221
O  1.62941  -4.02006  2.25035
H  -0.48268  -5.62045  -1.21331
H  -1.54733  -4.37896  -0.16198
H  -0.13769  -5.29575  0.70061
H  2.17977  -4.58283  -1.90375
H  0.94398  -3.69047  -3.04967
H  2.23874  -2.70272  -2.02311
H  3.61015  -4.47646  0.46053
H  3.58387  -2.88237  -0.14177
C  -3.44824  0.10465  3.37289
C  -4.64034  -0.73247  2.95001
O  -4.44113  -1.28098  1.63423
C  -3.78044  -2.43118  1.37403
C  -2.94404  -3.04749  2.45848
O  -3.80178  -2.91952  0.24807
H  -2.53673  -0.49540  3.43587
H  -3.62783  0.56422  4.34893
H  -3.25683  0.89409  2.64030
H  -4.88261  -1.51785  3.67142
H  -5.52451  -0.08905  2.88645
H  -1.91308  -2.69997  2.35863
H  -2.97270  -4.13523  2.34120
H  -3.30611  -2.84145  3.46395
C  2.73842  1.63260  -5.43167
C  3.82618  0.90862  -4.66137
O  3.31503  -0.29581  -4.06145
C  3.22805  -1.48933  -4.69002
C  3.39006  -1.53571  -6.18234
O  2.94391  -2.50426  -4.06082
H  2.35895  1.02658  -6.25848
H  3.11718  2.57442  -5.83865
H  1.88653  1.84643  -4.77969
H  4.70929  0.70028  -5.27183
H  4.16472  1.54542  -3.83696
H  2.40598  -1.47378  -6.65284
H  3.86023  -2.48715  -6.44967
H  4.03735  -0.75583  -6.57896
C  -7.97746  3.66100  2.87751
C  -8.47059  2.98980  4.14520
O  -7.60362  1.90415  4.52143
C  -6.47757  2.04048  5.25669
C  -5.90980  3.41526  5.46416
O  -5.88783  1.05076  5.68022
H  -6.98807  4.10480  3.01544
H  -8.66919  4.44845  2.56518
H  -7.88586  2.92984  2.06909
H  -8.60234  3.69316  4.97216
H  -9.45511  2.54841  3.95628
H  -5.15906  3.61385  4.69567
H  -5.43641  3.44861  6.45034
H  -6.65823  4.20542  5.46039
C  6.49118  0.10587  0.42048
C  5.87467  -0.00492  -0.96095
O  6.49359  0.91926  -1.87455
C  7.62747  0.67074  -2.56716
C  8.47559  -0.50371  -2.17121
O  7.99617  1.43723  -3.45219
H  7.55310  -0.15313  0.40957
H  5.98056  -0.55791  1.12388
H  6.42033  1.13334  0.78900
H  5.90050  -1.02478  -1.35485
H  4.81770  0.27687  -0.90439
H  9.24656  -0.17097  -1.47228
H  8.95142  -0.90559  -3.07112
H  7.91207  -1.32557  -1.73361
C  -0.19794  1.17015  -0.31433
C  -1.54075  1.58520  0.25601
O  -1.39445  2.70242  1.15170
C  -1.37048  3.99765  0.76576
C  -1.19079  4.31639  -0.69079
O  -1.41606  4.89625  1.60072
H  0.25214  1.97009  -0.90796
H  -0.30655  0.28692  -0.95013
H  0.50504  0.94112  0.49182
H  -2.28224  1.79678  -0.51947
H  -1.94581  0.76096  0.85296
H  -0.12922  4.47288  -0.89621
H  -1.74232  5.23488  -0.91432
H  -1.58673  3.55473  -1.35983


# 4
Formula: C35H42ClGdN3O4
Source: the Open Molecules 2025 dataset
Level of theory: ωB97M-V/def2-TZVPD

## Properties
**Spin multiplicity**: 8
**Maximum force**: 3.05 eV/A
**Net charge**: -1
**Energy relative to the best compared isomer or geometry (same formula, charge and spin)**: 0.0000 eV

CARTESIAN COORDINATES (ANGSTROEM)
Gd  1.30978  0.06279  0.56579
Cl  -0.40185  -0.21310  -1.42665
N  1.32384  -2.37382  0.84232
N  1.98050  2.13958  -0.68001
C  2.26633  -2.94258  1.57261
C  3.13346  2.75786  -0.49588
C  0.51947  -3.47549  0.23169
C  0.94765  -4.68521  1.05432
C  0.91991  -3.63584  -1.22539
C  -0.97352  -3.22366  0.35621
H  2.00273  -3.80076  -1.30819
H  0.64545  -2.73650  -1.78791
H  0.39679  -4.50382  -1.64539
H  -1.23635  -2.97353  1.38978
H  -1.50545  -4.14316  0.07621
H  -1.29143  -2.42273  -0.31934
C  1.16545  2.99474  -1.60069
C  1.96831  4.28985  -1.66299
C  -0.22645  3.21942  -1.03488
C  1.10009  2.37562  -2.98467
H  2.11367  2.20263  -3.36697
H  0.57691  3.06628  -3.65787
H  0.55825  1.42677  -2.95067
H  -0.16407  3.55186  0.00915
H  -0.81109  2.29493  -1.10240
H  -0.73753  3.99214  -1.62566
O  3.25526  3.95314  -1.05632
H  1.52790  5.10121  -1.06710
H  2.18013  4.65305  -2.67475
O  2.18306  -4.25263  1.72091
H  1.18797  -5.58278  0.47368
H  0.22687  -4.93432  1.84648
C  3.42746  -2.22588  2.17722
C  4.30363  2.25568  0.28570
C  4.47105  0.76383  0.12932
H  4.10024  2.50036  1.34402
H  5.19400  2.81204  -0.02966
C  3.71972  -0.09886  0.88564
C  4.08591  -1.40812  1.09196
H  -1.25427  0.08749  0.39397
C  5.01191  -1.98596  0.18810
C  5.57473  -1.17220  -0.79653
C  5.34003  -3.44283  0.26728
C  5.34719  0.20456  -0.82873
H  6.24221  -1.61526  -1.54084
C  5.99578  1.07391  -1.86026
H  6.58178  0.46147  -2.55201
H  6.66992  1.81070  -1.40401
H  5.25318  1.62815  -2.45222
H  5.70064  -3.72286  1.26547
H  6.11754  -3.69474  -0.46124
H  4.46615  -4.07375  0.04724
H  4.10549  -2.95441  2.63656
H  3.02348  -1.57062  2.96844
C  -6.15098  -1.22387  -1.85477
C  -5.42121  0.07596  -1.64628
C  -5.62597  1.12772  -2.53729
C  -4.95718  2.34552  -2.38967
C  -4.09127  2.52509  -1.31574
C  -3.90638  1.48225  -0.39873
N  -3.00721  1.68655  0.66008
C  -3.27721  1.44440  2.01488
C  -4.56401  1.35194  2.53967
C  -4.73066  1.05149  3.89414
C  -3.62508  0.89671  4.73827
C  -2.32980  0.96648  4.22880
C  -2.16877  1.22029  2.86145
C  -0.95671  0.95194  2.14287
O  0.14695  1.54804  2.10405
O  -1.05277  -0.18462  1.35281
C  -4.52405  0.22695  -0.57991
C  -4.21558  -0.92198  0.32615
H  -5.46948  -2.03250  -2.15380
H  -6.67398  -1.55263  -0.94744
H  -6.89450  -1.11170  -2.65036
H  -6.32325  0.97663  -3.36356
H  -5.11739  3.15201  -3.10406
H  -3.57364  3.47200  -1.14781
H  -2.33281  2.43187  0.50567
H  -5.42056  1.50875  1.87666
H  -5.74130  0.94679  4.29088
H  -3.77244  0.71026  5.80317
H  -1.43453  0.81941  4.83155
H  -3.22085  -0.83547  0.77654
H  -4.94769  -0.99819  1.14335
H  -4.23951  -1.87271  -0.22236


# 5
Formula: C3H7NO4
Source: the Open Molecules 2025 dataset
Level of theory: ωB97M-V/def2-TZVPD

## Properties
**Maximum force**: 1.97 eV/A
**SMILES string**: C/N=C(\O)C(=O)O.O
**Energy relative to the best compared isomer or geometry (same formula, charge and spin)**: 1.5917 eV

CARTESIAN COORDINATES (ANGSTROEM)
C  2.07384  -0.16499  0.57851
N  0.70747  0.24372  0.44327
C  -0.21360  -0.59810  0.20481
O  -0.02949  -1.93133  0.05929
C  -1.60279  -0.08241  0.09754
O  -1.90862  1.07705  -0.07408
O  -2.51048  -1.07734  0.09120
H  2.47387  0.31983  1.47148
H  2.20748  -1.24790  0.66853
H  2.62777  0.20639  -0.28531
H  -0.88424  -2.36966  -0.05489
H  -3.40111  -0.71093  -0.01037
O  0.32716  2.15312  -1.42977
H  0.77843  2.03804  -0.58449
H  -0.64569  2.14451  -1.17572